Density functional theory data (ωB97M-V/def2-TZVPD) for a 2-piece molecular cluster, C4H12S overall in a non-equilibrium geometry.

The geometry in XYZ format:
```
17
Properties=species:S:1:pos:R:3:forces:R:3
C 1.969387 -1.530551 -1.286033 0.11 -0.82 -1.19
C 3.060717 -0.467180 -1.332725 -0.94 -0.27 0.82
H 2.411353 -2.520349 -1.460563 0.20 -0.06 0.70
H 1.362851 -1.536068 -0.386659 -0.09 0.12 0.00
H 1.347358 -1.501853 -2.187194 -0.41 0.55 0.25
H 3.513684 -0.433389 -0.340319 0.62 -0.12 -0.24
H 2.619451 0.522773 -1.428160 0.09 0.10 -0.44
H 3.728734 -0.741611 -2.144293 0.41 0.48 0.08
C -3.268241 1.060511 1.197155 -1.81 1.13 -0.27
C -1.835429 0.702559 1.499892 -0.04 -0.79 -0.52
S -0.906978 0.939460 -0.041697 0.50 0.49 0.24
H -3.541160 2.097199 1.438298 0.54 0.04 0.57
H -3.601398 1.114610 0.155185 0.74 -0.71 -0.31
H -4.062406 0.475439 1.662105 0.30 -0.41 0.45
H -1.702661 -0.356939 1.713765 -0.35 -0.08 0.18
H -1.452867 1.218531 2.384504 0.21 0.38 -0.30
H 0.357602 0.956859 0.556742 -0.10 -0.03 -0.02
```
Forces are in eV/Å.

Calculated values
Orbital gap (spin up / spin down) = 2.644 / 8.529 eV
Net charge = -1
HOMO energy (spin up / spin down) = 1.221 / -4.688 eV
Spin multiplicity = 2
Expectation value of S² = 0.75
E_LUMO (spin up / spin down) = 3.9 / 3.8 eV

---

Density functional theory data (ωB97M-V/def2-TZVPD) for C5H8O3S as an isolated structure in a non-equilibrium geometry.

The geometry in XYZ format:
```
17
Properties=species:S:1:pos:R:3:forces:R:3
C 0.887737 -1.077718 -0.491221 2.24 -0.61 -2.36
C -0.370799 -0.876651 -0.185601 0.41 -0.96 1.17
C -1.092048 -1.682012 0.857985 0.59 -2.30 -0.76
C -0.685692 1.641023 -0.100385 -0.37 -1.54 -1.26
C -0.983586 0.290767 -0.841054 0.31 2.48 -1.68
O 2.005111 -1.201723 -0.983470 -3.84 -0.03 1.73
O 2.971842 1.501623 -0.526140 0.16 -1.17 0.58
O 2.273971 0.249792 1.442024 -0.45 -0.25 0.64
S 3.146581 0.324647 0.315380 1.13 1.99 -0.72
H -2.037191 -2.053394 0.330424 1.43 -0.30 1.00
H -1.417055 -1.182199 1.710256 -0.71 1.84 1.16
H -0.390791 -2.427740 1.406307 -1.35 0.48 -1.65
H -1.186809 1.724000 0.858099 -0.27 0.25 -0.14
H -0.929475 2.347196 -0.877741 -0.40 0.95 0.44
H 0.356507 1.664800 0.030605 1.37 0.39 0.48
H -0.492220 0.347655 -1.858303 -0.48 0.31 0.90
H -2.056088 0.409936 -1.087164 0.23 -1.50 0.46
```
Forces are in eV/Å.

Calculated values
Orbital gap = 9.180 eV
Net charge = 0
HOMO energy = -9.174 eV
E_LUMO = 0.0 eV

---

Density functional theory data (ωB97M-V/def2-TZVPD) for one molecule with the formula C4H10O2.

The geometry in XYZ format:
```
16
Properties=species:S:1:pos:R:3:forces:R:3
C 2.328131 -0.845075 -0.513517 0.21 -0.13 -0.15
O 1.369788 -0.188284 0.277821 0.03 0.08 0.05
C 0.311589 0.405672 -0.449732 -0.16 0.03 -0.10
C -0.881470 0.562760 0.521083 -0.07 0.15 -0.23
C -2.239134 0.451039 -0.170208 -0.03 0.05 -0.07
O -0.850582 -0.472466 1.479494 0.13 -0.23 0.07
H 1.852787 -1.534762 -1.227554 0.05 0.11 0.12
H 2.950844 -0.132963 -1.072508 -0.09 -0.07 0.06
H 2.963211 -1.420479 0.164627 -0.05 0.11 -0.13
H 0.036231 -0.243145 -1.296106 0.01 0.01 0.17
H 0.631254 1.376987 -0.858187 -0.14 -0.13 0.06
H -0.791158 1.541199 1.022912 -0.03 -0.23 0.00
H -2.939885 0.057964 0.571485 0.02 0.17 -0.11
H -2.199847 -0.269133 -0.995328 -0.01 0.09 0.12
H -2.629325 1.400303 -0.546682 0.16 -0.05 0.00
H 0.060145 -0.800805 1.486739 -0.02 0.05 0.16
```
Forces are in eV/Å.

Calculated values
Orbital gap = 10.935 eV
Net charge = 0
HOMO energy = -9.952 eV
E_LUMO = 1.0 eV

---

Density functional theory data (ωB97M-V/def2-TZVPD) for one molecule with the formula C9H14N2O5 in a non-equilibrium geometry.

The geometry in XYZ format:
```
30
Properties=species:S:1:pos:R:3:forces:R:3
N 1.901307 -2.193420 -0.760399 -0.14 -0.35 -1.24
C 1.721133 -0.895245 -0.148364 -1.80 -1.12 0.42
C 2.819014 0.064271 -0.391780 1.10 1.59 -0.46
C 2.559527 1.393081 0.220376 -1.17 2.38 1.76
O 1.487213 1.778613 0.696854 1.44 -0.86 -0.83
O 3.640386 2.228983 0.289217 -1.00 0.63 0.49
C 0.453755 -0.355704 -0.877900 -0.45 0.05 1.66
O 0.522792 -0.043368 -2.040258 0.11 0.16 -0.85
N -0.689131 -0.220377 -0.133099 -0.04 -1.09 -0.46
C -0.854020 -0.842120 1.185808 -2.35 0.39 0.33
C -2.427579 -0.593254 1.476836 1.37 -0.42 -0.19
C -3.073322 -0.600793 0.033748 1.44 0.63 0.91
C -1.979437 0.130890 -0.789063 0.95 0.37 0.02
C -2.145916 1.666864 -0.756136 -0.55 0.63 1.16
O -3.206412 2.135862 -1.097601 1.16 0.04 -0.02
O -1.158807 2.453158 -0.177255 -1.24 -1.08 -0.82
H 1.923611 -2.092714 -1.788672 0.08 -0.15 0.79
H 2.722491 -2.689481 -0.456051 0.23 0.04 0.10
H 1.514502 -1.119044 0.936169 0.39 0.77 -1.01
H 2.929122 0.313174 -1.478003 0.07 -0.65 0.66
H 3.765552 -0.250904 0.035471 0.28 -0.33 -0.29
H 3.339798 3.091816 0.740574 0.38 -1.90 -0.98
H -0.720748 -1.928167 1.216342 0.49 0.16 -0.35
H -0.235357 -0.342168 1.939567 -0.14 -0.19 -0.15
H -2.444558 0.344944 2.084466 -0.71 -0.58 -0.83
H -2.814049 -1.442009 2.067297 0.12 0.58 -0.05
H -3.125161 -1.639053 -0.320053 -0.09 0.26 0.14
H -4.053786 -0.124394 -0.036103 0.27 -0.03 -0.01
H -1.959902 -0.159073 -1.854272 0.04 0.08 0.49
H -0.412018 1.929639 0.182276 -0.25 -0.01 -0.39
```
Forces are in eV/Å.

Calculated values
Orbital gap = 9.961 eV
Net charge = 0
HOMO energy = -9.501 eV
E_LUMO = 0.5 eV

---

Look up the net charge of the first one.
-1

---

Repeat the first record exactly.
Density functional theory data (ωB97M-V/def2-TZVPD) for a 2-piece molecular cluster, C4H12S overall in a non-equilibrium geometry.

The geometry in XYZ format:
```
17
Properties=species:S:1:pos:R:3:forces:R:3
C 1.969387 -1.530551 -1.286033 0.11 -0.82 -1.19
C 3.060717 -0.467180 -1.332725 -0.94 -0.27 0.82
H 2.411353 -2.520349 -1.460563 0.20 -0.06 0.70
H 1.362851 -1.536068 -0.386659 -0.09 0.12 0.00
H 1.347358 -1.501853 -2.187194 -0.41 0.55 0.25
H 3.513684 -0.433389 -0.340319 0.62 -0.12 -0.24
H 2.619451 0.522773 -1.428160 0.09 0.10 -0.44
H 3.728734 -0.741611 -2.144293 0.41 0.48 0.08
C -3.268241 1.060511 1.197155 -1.81 1.13 -0.27
C -1.835429 0.702559 1.499892 -0.04 -0.79 -0.52
S -0.906978 0.939460 -0.041697 0.50 0.49 0.24
H -3.541160 2.097199 1.438298 0.54 0.04 0.57
H -3.601398 1.114610 0.155185 0.74 -0.71 -0.31
H -4.062406 0.475439 1.662105 0.30 -0.41 0.45
H -1.702661 -0.356939 1.713765 -0.35 -0.08 0.18
H -1.452867 1.218531 2.384504 0.21 0.38 -0.30
H 0.357602 0.956859 0.556742 -0.10 -0.03 -0.02
```
Forces are in eV/Å.

Calculated values
Orbital gap (spin up / spin down) = 2.644 / 8.529 eV
Net charge = -1
HOMO energy (spin up / spin down) = 1.221 / -4.688 eV
Spin multiplicity = 2
Expectation value of S² = 0.75
E_LUMO (spin up / spin down) = 3.9 / 3.8 eV